Entry 1:
DFT (the ωB97M-V functional and the def2-TZVPD basis) results for a 11-piece molecular cluster, C47H99Br2N5O25 overall.

Geometry as XYZ:
```
178
Properties=species:S:1:pos:R:3:forces:R:3
C 10.249488 -5.677449 -3.600379 1.18 1.66 0.87
O 9.407588 -4.534799 -3.197269 0.72 -0.48 -0.67
C 9.717258 -3.278449 -3.905709 -2.78 -0.95 0.47
C 8.618478 -2.169449 -3.614779 2.39 -0.61 1.93
N 8.832528 -1.539959 -2.243899 -1.10 0.98 -0.98
C 7.579358 -0.750399 -1.974759 -0.07 -0.23 -0.04
C 7.530148 0.031161 -0.645199 0.43 0.19 -0.16
O 7.799388 -0.778329 0.444241 1.62 -0.83 1.91
C 6.779938 -1.694699 0.775831 0.34 -0.10 -1.17
H 10.457278 -5.789849 -4.664469 -0.81 0.13 -0.26
H 10.047798 -6.638069 -3.126419 -1.23 0.32 -0.11
H 11.243008 -5.497099 -3.189899 0.37 0.34 0.06
H 9.516468 -3.511339 -4.951429 0.77 0.10 -0.34
H 10.706418 -2.876259 -3.686859 0.05 -0.20 -0.04
H 7.575258 -2.475939 -3.691349 0.09 -0.52 -0.44
H 8.880068 -1.453549 -4.393979 -0.41 0.47 0.19
H 8.829218 -2.245459 -1.521149 0.30 -0.47 -0.12
H 6.786228 -1.497629 -2.000939 -0.64 0.21 0.01
H 7.417618 -0.080019 -2.818879 0.00 0.15 0.06
H 6.640988 0.535551 -0.266939 -1.04 0.23 -1.54
H 8.262538 0.838011 -0.671569 0.44 -0.23 0.05
H 6.754458 -2.379269 -0.071999 -0.65 -0.51 0.11
H 5.821688 -1.184009 0.870941 -0.24 -0.05 0.17
H 7.020468 -2.280729 1.662861 0.17 0.45 0.06
C -3.094442 -2.782659 -3.028239 -0.14 2.01 -0.19
O -3.112732 -2.346289 -4.371559 -1.07 1.52 -0.89
C -3.794622 -1.035229 -4.549319 1.45 -0.72 -0.97
C -2.904012 -0.008169 -5.325379 0.23 -1.04 1.60
N -1.986752 0.721661 -4.383779 -0.34 -0.41 -0.93
C -1.245462 1.831731 -5.118789 -1.81 -1.59 1.59
C 0.102708 2.193211 -4.535829 -0.61 -0.69 -0.46
O 1.000628 1.113391 -4.799819 -0.32 0.48 0.31
C 2.223888 1.079911 -4.122969 1.68 1.21 -0.24
H -2.309052 -3.526349 -2.893389 -0.37 -0.11 0.01
H -4.095712 -3.020279 -2.668939 0.00 -0.81 0.01
H -2.863912 -1.843599 -2.525129 0.57 -0.30 1.10
H -4.123872 -0.562869 -3.623809 0.21 -0.37 0.44
H -4.689532 -1.164719 -5.157999 -0.07 -0.46 0.00
H -3.636752 0.630591 -5.818509 0.11 0.50 -0.31
H -2.322052 -0.558319 -6.064809 0.02 0.09 -0.05
H -2.653132 1.172281 -3.773059 0.34 0.08 0.54
H -1.909122 2.669721 -4.905649 0.23 0.67 -0.99
H -1.305242 1.426181 -6.128759 0.79 1.01 -0.34
H -0.030642 2.439301 -3.482379 0.17 -0.49 0.38
H 0.319418 3.160191 -4.989799 0.96 -0.03 -0.41
H 3.068218 1.143281 -4.809409 -0.09 -0.60 -0.83
H 2.449848 0.220551 -3.491659 -0.77 -0.15 0.15
H 2.510318 1.985791 -3.588709 -0.92 0.21 0.72
C -0.094402 -10.257479 4.039971 0.09 -0.88 0.18
O -0.632662 -8.979439 3.956081 -0.97 1.07 -0.30
C 0.147818 -8.003299 3.187141 -0.48 -1.69 0.86
C 0.390318 -8.427779 1.742231 -0.15 0.07 0.71
N 1.149678 -7.481849 1.019591 2.26 1.05 -0.91
C 2.545658 -7.183419 1.497781 -2.08 1.39 -1.75
C 3.124628 -6.007269 0.636031 -0.69 0.21 0.68
O 2.330908 -4.754399 0.744021 0.17 -3.47 2.12
C 2.840068 -3.778839 -0.043359 0.29 0.41 -1.54
H -0.595422 -10.959169 4.706841 -0.99 0.80 0.55
H 0.885338 -10.255919 4.517691 0.70 0.06 -0.76
H -0.223912 -10.820459 3.115641 0.92 0.18 -0.46
H 1.040708 -7.911129 3.805481 0.42 0.49 -0.44
H -0.409812 -7.068659 3.127181 -0.10 -0.04 0.54
H -0.582312 -8.476059 1.252581 -0.06 -0.53 0.03
H 0.923038 -9.377909 1.702811 -0.26 -0.24 -0.06
H 0.685368 -6.633019 0.729751 -0.15 -0.03 0.35
H 3.141818 -8.080889 1.332701 0.23 0.11 0.25
H 2.507838 -6.856529 2.536921 0.50 -0.13 0.15
H 3.210948 -6.211879 -0.431109 -0.38 -0.46 -0.12
H 4.157248 -5.899369 0.967911 0.13 0.67 0.27
H 2.990938 -4.234829 -1.021839 0.21 0.36 -0.70
H 3.815718 -3.420619 0.285101 0.07 0.44 0.23
H 2.078298 -3.006219 -0.147499 0.33 0.26 0.17
C -9.043602 10.326301 3.739591 0.77 -0.75 -1.40
O -8.021012 10.079811 2.695321 -2.08 0.71 1.15
C -6.716092 10.065371 3.202181 0.27 1.20 -2.62
C -5.791532 9.561481 1.991991 -1.67 -2.29 3.40
N -5.941072 8.037491 2.178711 0.17 2.66 -2.87
C -4.858722 7.200801 1.695111 0.08 -2.19 1.71
C -5.132462 5.588011 1.466171 1.07 2.36 0.75
O -4.562522 4.928821 2.566621 -0.21 -1.88 0.83
C -4.850962 3.504741 2.636801 0.41 0.46 0.79
H -9.969102 10.624451 3.247001 0.15 -0.17 -0.20
H -8.815882 11.111031 4.461011 0.54 -0.02 -0.06
H -9.187162 9.360201 4.223481 -0.18 0.14 0.40
H -6.700222 9.494301 4.130471 0.69 -0.33 -0.11
H -6.400202 11.093881 3.376761 -0.01 0.26 0.54
H -4.850602 10.050591 2.244061 0.80 -1.00 0.04
H -6.027632 9.920361 0.990221 -0.69 -0.06 0.17
H -6.706922 7.738781 2.765521 0.55 -0.16 -0.30
H -4.224542 7.351351 2.568761 1.32 -1.31 -0.25
H -4.241082 7.499001 0.847941 -0.89 0.82 -0.35
H -4.541182 5.239931 0.619221 -0.64 0.25 -0.65
H -6.204122 5.395811 1.414171 -0.14 -0.06 -0.35
H -5.902402 3.252321 2.499461 -0.21 0.35 0.05
H -4.521442 3.177621 3.622951 -0.37 0.31 0.30
H -4.293112 2.796341 2.024371 0.35 0.63 -1.01
C -2.665522 -4.579269 1.856751 -0.26 1.03 0.99
O -1.404232 -3.967409 2.245091 -0.92 -0.90 -1.45
C -1.421352 -3.725819 3.599471 3.04 0.58 2.50
C 0.061528 -3.283769 4.136731 -0.08 -0.10 -2.09
N 0.613898 -2.013299 3.602811 -0.67 -0.13 0.92
C 2.061348 -1.946269 3.727141 -0.17 -0.60 0.78
C 2.500808 -0.545549 3.577721 0.59 0.02 -1.85
O 3.921038 -0.581309 3.318101 -1.62 -1.30 1.86
C 4.547448 0.573931 2.916661 0.17 -0.05 -0.96
H -3.473232 -3.910899 2.155081 -0.13 0.77 -0.59
H -2.986932 -5.398289 2.500171 0.94 -0.86 -0.16
H -2.737492 -4.804699 0.792751 0.45 0.04 0.23
H -1.501972 -4.652249 4.168081 -0.70 -0.31 0.04
H -2.198672 -3.021899 3.896721 -0.08 0.18 0.02
H 0.766038 -4.052689 3.819661 -0.24 -0.74 -0.72
H 0.275538 -3.379499 5.201211 -1.09 0.67 0.39
H 0.365488 -1.865549 2.635051 -0.04 -0.36 -0.05
H 2.595558 -2.530829 2.978141 0.08 -0.52 0.14
H 2.349968 -2.195439 4.748281 -0.03 -0.87 -0.04
H 2.125518 -0.012429 4.451241 0.56 0.73 -0.17
H 2.009338 -0.290999 2.638701 -0.11 1.21 0.12
H 4.117138 1.478971 3.345421 0.35 0.14 0.22
H 4.446298 0.611981 1.832031 -0.02 0.61 -0.43
H 5.599518 0.362601 3.107951 0.16 0.76 0.27
Br 1.418238 -0.117389 -0.105379 -0.97 0.20 0.26
C -0.532642 0.265471 -0.126799 -1.17 -0.78 0.05
C -1.371152 -0.783529 0.663401 0.23 -0.43 0.31
Br -3.335842 -0.299929 1.064211 1.66 -0.20 -0.74
H -0.778732 0.107781 -1.176879 -0.03 0.36 0.05
H -0.774532 1.289381 0.158131 0.56 -0.11 0.10
H -1.044172 -1.113059 1.649611 0.17 0.93 0.03
H -1.329792 -1.732779 0.129251 -0.67 0.16 -0.35
C 6.912138 3.481241 1.533891 -1.34 0.50 0.92
C 5.426468 3.896551 1.364501 -0.87 -1.78 1.54
O 5.365338 4.829101 0.373601 2.22 2.22 -2.57
C 6.643068 5.057981 -0.092319 -0.12 0.95 -4.07
O 6.944518 5.703921 -1.113249 -1.25 -1.58 3.77
O 7.527358 4.297461 0.557881 0.87 0.02 0.25
H 7.117538 2.417111 1.417521 -0.02 0.11 -0.62
H 7.215788 3.715141 2.554281 0.48 0.37 -0.17
H 4.963628 4.404031 2.210881 0.17 -0.74 0.50
H 4.816498 3.059141 1.025701 -0.16 -0.12 0.46
C -5.823242 2.985611 -1.893459 0.35 -0.10 0.66
C -5.094992 1.789931 -2.495019 -4.76 0.40 -2.06
O -3.879082 1.861241 -1.996339 4.46 -0.61 0.68
C -3.540292 3.113341 -1.634969 2.56 -0.05 2.21
O -2.387902 3.414031 -1.261749 -4.05 -0.44 -1.58
O -4.675162 3.821401 -1.565379 0.26 0.86 -0.07
H -6.358132 2.734901 -0.977419 0.00 0.32 0.06
H -6.429402 3.510851 -2.631559 -0.04 -0.01 0.34
H -5.211702 2.046481 -3.547949 1.05 -0.52 -0.71
H -5.573662 0.816731 -2.386199 0.15 0.08 0.58
C -0.745582 5.216231 2.505351 -0.23 1.01 -0.89
C -1.060122 3.925241 1.849901 -0.17 -1.39 -0.55
O 0.186388 3.179591 1.979701 -1.44 -1.08 0.24
C 1.173508 4.005131 2.134341 3.26 0.23 -0.49
O 2.360628 3.629051 2.113421 -3.43 2.04 0.36
O 0.648428 5.298901 2.204241 1.95 -0.73 1.14
H -1.071942 5.291921 3.542591 0.81 -0.20 0.32
H -1.168122 6.081391 1.994391 -0.29 -0.19 -0.03
H -1.192622 4.028381 0.772911 -0.46 0.03 0.09
H -1.828552 3.312861 2.321711 -0.05 0.21 -0.20
C -9.933492 1.687071 0.805121 -4.32 2.46 0.68
C -8.813312 2.640881 1.064931 -0.62 -0.62 0.33
O -7.725962 1.733131 0.847161 0.94 1.60 1.37
C -8.145412 0.598491 0.313661 2.11 -1.84 -2.70
O -7.358012 -0.220979 -0.131619 -1.96 1.09 1.15
O -9.479372 0.636181 0.128691 2.29 -3.12 -1.37
H -10.714432 2.131591 0.188161 -0.13 0.30 0.06
H -10.461882 1.337371 1.692031 0.27 0.14 0.44
H -8.989542 2.953411 2.094191 1.11 0.26 0.06
H -8.786502 3.498011 0.392091 0.34 -0.16 -0.04
C 0.893488 -1.993759 -4.454819 2.42 0.83 -0.97
C 1.807648 -3.177459 -4.132459 -2.52 -0.05 1.91
O 1.563228 -4.010559 -5.246909 2.52 -1.74 -0.19
C 0.473098 -3.712849 -5.888379 -3.84 0.10 -2.90
O -0.165742 -4.407859 -6.708119 2.71 2.34 2.96
O 0.090078 -2.423379 -5.540899 -0.77 -1.44 0.31
H 1.620028 -1.323959 -4.914829 -0.43 0.75 0.11
H 0.430508 -1.470949 -3.617899 -0.59 -0.39 -0.30
H 1.427078 -3.751969 -3.287939 -0.07 -0.07 0.27
H 2.793338 -2.856329 -3.795749 0.45 -0.40 -1.26
```
Positions in Å, forces in eV/Å.

**Strongest force on any atom**: 0.1011 hartree/bohr
**SMILES**: COCCNCCOC.COCCNCCOC.COCCNCCOC.COCCNCCOC.COCCNCCOC.O=C1OCCO1.O=C1OCCO1.O=C1OCCO1.O=C1OCCO1.O=C1OCCO1.BrCCBr
**Orbital gap**: 8.2 eV
**E_LUMO**: -0.09 eV
**M**: 1294.13 g/mol
**HOMO energy**: -8.248 eV
**Energy relative to the best compared isomer or geometry (same formula, charge and spin)**: 9.165 eV
**Charge**: 0

=====

Entry 2:
DFT (the ωB97M-V functional and the def2-TZVPD basis) results for one molecule with the formula C4H3NO2.

Geometry as XYZ:
```
10
Properties=species:S:1:pos:R:3:forces:R:3
C -2.468422 1.343891 -0.866988 -1.67 1.23 -0.35
C -1.467381 0.769085 -0.591757 0.87 -0.60 0.23
C -0.274935 0.098672 -0.219960 1.64 -0.64 0.32
C 1.315796 -0.599322 1.209240 -2.05 -0.02 -2.28
H -3.358113 1.937030 -1.083861 0.79 -0.65 0.13
H 0.974495 -1.459069 1.731483 -0.16 -0.81 0.96
H 2.133553 -0.103250 1.642800 1.17 0.59 0.47
N 0.471744 -0.634812 -0.972424 -0.40 0.44 1.36
O 1.563359 -0.997815 -0.133350 0.70 -0.16 -0.86
O 0.226329 0.297193 1.050017 -0.88 0.61 0.03
```
Positions in Å, forces in eV/Å.

**Strongest force on any atom**: 0.0596 hartree/bohr
**SMILES**: C#CC1=NOCO1
**Orbital gap**: 9.9 eV
**E_LUMO**: 0.71 eV
**M**: 97.07 g/mol
**HOMO energy**: -9.232 eV
**Energy relative to the best compared isomer or geometry (same formula, charge and spin)**: 4.393 eV
**Charge**: 0

=====

Which of these has the highest energy relative to the best compared isomer or geometry (same formula, charge and spin)? C47H99Br2N5O25

=====

What is the E_LUMO in the second record? 0.71 eV

=====

The highest energy relative to the best compared isomer or geometry (same formula, charge and spin) belongs to which entry? C47H99Br2N5O25

=====

The lowest energy relative to the best compared isomer or geometry (same formula, charge and spin) belongs to which entry? C4H3NO2